Below is the ion C4H9O2 with charge -1 in a non-equilibrium geometry, with properties calculated with ωB97M-V/def2-TZVPD.

```
15
Properties=species:S:1:pos:R:3
O 3.146 0.030 0.796
C 2.102 -0.359 0.027
C 0.861 0.545 0.199
C -0.394 0.226 -0.624
C -1.463 -0.355 0.266
O -2.815 -0.223 -0.436
H 1.806 -1.388 0.335
H 2.329 -0.402 -1.084
H 0.706 0.389 1.272
H 1.162 1.589 0.062
H -0.137 -0.444 -1.450
H -0.893 1.104 -1.031
H -1.497 -1.416 0.486
H -1.603 0.278 1.127
H -3.310 0.426 0.054
```

- SMILES = [O-]CCCCO
- electronic energy (eV) = -8387.6560
- charge = -1
- orbital gap (eV) = 5.6